Computed, not measured: C48H48Br2CrN3O2P2S2 as an isolated structure, with ωB97M-V/def2-TZVPD.

Geometry (Å):
1 H 0.41720 -3.80070 0.65982
2 H -4.73815 -0.94201 -0.37868
3 Br 7.97301 -2.88074 1.95201
4 H 0.59529 -1.42690 -2.03884
5 H -1.56873 -2.38121 -3.07126
6 C -0.29317 3.11378 -4.12294
7 H -1.52535 2.79854 0.00244
8 C -2.38103 -2.74373 -1.10437
9 C 2.49129 2.61312 5.77164
10 C -5.06568 3.88710 -0.62280
11 C -0.34774 2.82606 -2.76854
12 N 3.68077 -1.33294 1.21341
13 H -5.45472 0.51089 3.58093
14 C 0.72951 -3.21808 1.53765
15 C -3.17893 -5.21622 -2.16644
16 N -2.37948 1.35977 -1.14286
17 C 5.61515 -1.45973 2.59804
18 C 1.70230 -3.07137 -2.88086
19 C 0.88966 4.68985 2.01465
20 H -0.91107 3.90808 -4.52655
21 H -1.44244 -0.29966 2.29024
22 P -1.74792 -1.16218 -0.41166
23 C 6.22847 -2.25791 1.66413
24 H 6.03487 -3.22443 -0.24668
25 H 1.83390 -4.82012 2.47057
26 H 0.97199 -3.29729 -3.64852
27 N 2.34934 -1.72870 -1.01298
28 H -3.84006 1.50158 -3.38213
29 C 1.86324 3.81183 -0.42705
30 H 1.89322 0.30271 -2.66889
31 H 2.88408 1.39992 -1.13657
32 C 1.26699 1.08407 -3.07249
33 H 2.46943 3.63670 5.40132
34 C 1.34046 1.38003 -4.43155
35 O 1.82981 1.72659 4.86483
36 H -3.48922 -6.17029 -2.57537
37 C -4.35504 -0.64367 0.59222
38 H -3.46405 3.14547 0.57310
39 C -4.19315 2.14271 -2.58482
40 C -5.23917 -0.20696 1.56579
41 P 0.35705 1.41393 -0.42230
42 C 4.28485 -2.12238 0.32024
43 H -1.65724 -0.03558 -2.57885
44 H -0.03527 -2.88102 3.51908
45 C 0.96009 3.01564 0.27110
46 C 3.45234 -2.45848 -0.87845
47 H 2.01890 0.82486 -5.06994
48 H -2.28932 -4.53323 -3.99837
49 C 1.79156 5.47631 1.31024
50 H 0.60849 2.62961 -6.01480
51 C -2.51352 -0.29487 2.09975
52 Br 3.20517 -5.24737 -3.89070
53 C 2.85648 -3.81070 -2.73683
54 H 2.98207 5.63965 -0.46940
55 H -1.70803 1.29384 0.87739
56 H 4.19073 0.38874 -0.54955
57 H -6.29989 -0.15636 1.34829
58 H -6.63374 4.43199 -1.99086
59 C -3.45086 -4.89929 -0.84156
60 C -2.10000 -3.08054 -2.43189
61 C -2.50279 -4.29997 -2.96212
62 H 2.11400 6.42979 1.71261
63 C -3.40051 0.13756 3.08298
64 H -3.97754 -5.60705 -0.21140
65 C 3.25251 0.86979 -0.25898
66 H -3.02089 0.44913 4.04885
67 H -0.49915 -4.45311 2.81728
68 C 2.30914 1.60569 3.60857
69 H 3.46191 1.61599 0.51128
70 C -5.30826 2.93855 -2.79847
71 H 3.52903 2.31994 5.91287
72 C 0.42553 1.79684 -2.22319
73 C -3.95496 3.08682 -0.38794
74 C 3.75146 -3.50930 -1.72530
75 H -5.39647 4.56479 0.15567
76 C -4.76154 0.17624 2.81748
77 H -5.82136 2.87880 -3.75139
78 S 3.66145 2.42283 3.09883
79 C 2.02907 -3.83232 2.04581
80 H 0.50663 5.02311 2.97223
81 H 2.45221 -3.19812 2.83021
82 C 1.49306 -2.03132 -1.99069
83 H 2.76907 -3.96042 1.25500
84 C -3.05785 -3.67412 -0.31578
85 Cr 1.91229 -0.48599 0.57790
86 H -1.29001 -2.96819 2.27201
87 C -5.75984 3.81647 -1.82098
88 C 5.56041 -2.60402 0.49918
89 C 2.27836 5.03391 0.08959
90 C -3.49992 2.18668 -1.36374
91 H 6.10998 -1.16934 3.51380
92 H -3.31730 -0.26161 -2.04895
93 H 2.25222 3.48443 -1.38375
94 C -2.32857 0.02903 -1.71496
95 C 4.32771 -1.01283 2.32956
96 C 0.55420 2.39171 -4.95892
97 H 3.79734 -0.37865 3.02126
98 O 0.83671 -1.86531 1.17100
99 H -0.99273 3.42113 -2.13523
100 H 4.64244 -4.10449 -1.58000
101 H -0.20874 2.86214 2.07624
102 C -1.46768 1.72632 -0.10084
103 S 1.28135 0.53694 2.73649
104 H 1.93385 2.52586 6.70043
105 H -3.29259 -3.43591 0.71719
106 C -0.34173 -3.39328 2.59930
107 C 0.47886 3.46878 1.50145
108 C -2.98510 -0.70266 0.85506

Summary:
total charge = 0
spin multiplicity = 2
energy relative to the best compared isomer or geometry (same formula, charge and spin) = 0.00 kcal/mol
E_tot = -9844.19652 Eh
HOMO energy (spin up / spin down) = -0.269 / -0.267 Eh